No. 1
C17H29FNNdO2P2 as an isolated structure at a distorted geometry. Source: the OMol25 dataset; level of theory: ωB97M-V/def2-TZVPD.

Structure (XYZ):
```
53
Properties=species:S:1:pos:R:3:forces:R:3
Nd 0.062 0.647 0.499 1.413 -0.860 -1.536
P 0.507 0.797 -2.486 -1.684 0.577 0.350
P -0.497 -1.955 1.916 -0.900 -0.949 -0.487
F 6.292 1.442 2.854 -0.682 -0.154 -0.308
O 0.213 3.280 0.112 -0.256 0.951 0.667
O -2.707 3.462 -0.964 -0.093 0.274 -1.151
N -1.716 -0.732 -0.691 0.157 -0.790 -0.292
C 2.659 0.925 2.683 1.650 0.412 0.323
C -3.448 -2.399 -0.943 0.616 -0.375 1.006
C -4.058 -1.655 -1.959 0.038 1.070 -0.553
C -1.707 -1.887 3.318 0.186 0.096 0.248
C -1.606 -2.817 0.683 0.177 0.144 0.055
C 3.949 1.201 3.216 -0.441 -0.263 -0.240
C 2.506 0.692 1.326 -2.519 -0.250 -0.442
C 0.796 2.525 -3.016 0.444 0.215 -0.196
C -2.138 -0.168 -1.894 1.130 1.139 -0.411
C -2.281 -1.914 -0.342 -0.877 -0.448 -0.334
C 5.038 1.178 2.346 -0.287 0.034 0.130
C -3.418 -0.518 -2.420 -0.879 -0.779 -0.015
C 0.544 -3.377 2.444 0.443 0.250 0.146
C 3.599 0.652 0.483 1.717 0.283 0.220
C -1.291 0.721 -2.614 -0.582 -0.463 1.758
C 0.892 -0.039 -4.056 0.675 -0.351 0.036
C 4.901 0.898 0.987 -0.494 -0.101 -0.085
H -1.254 -1.285 4.119 -0.331 -0.212 -0.016
H -0.707 3.588 -0.015 0.207 -0.094 -0.209
H 0.678 4.045 0.526 -0.327 -1.024 -0.433
H -2.663 3.569 -1.951 0.014 -0.340 1.443
H -1.934 -2.892 3.714 0.019 0.413 -0.231
H 0.329 -0.974 -4.094 0.157 0.123 -0.001
H -0.964 -3.547 0.147 -0.299 0.471 0.140
H -3.798 0.046 -3.280 0.135 -0.265 0.369
H 1.871 2.715 -2.955 0.028 0.094 -0.129
H -3.589 3.096 -0.797 0.333 0.052 -0.073
H -0.396 0.427 3.136 -0.395 0.622 -0.350
H 0.589 0.618 -4.878 0.042 -0.216 0.044
H 5.791 0.873 0.354 -0.248 0.016 0.181
H 0.887 -3.941 1.563 -0.047 0.299 0.299
H -2.374 -3.398 1.230 0.381 0.208 -0.261
H 1.962 -0.253 -4.105 -0.004 -0.044 -0.287
H -1.800 1.323 -3.353 0.062 0.028 -0.444
H 0.313 3.259 -2.370 -0.058 -0.214 -0.045
H 3.472 0.420 -0.586 0.099 0.125 0.492
H 1.058 -0.888 -0.424 -0.415 -0.164 0.544
H 0.018 -4.052 3.134 0.052 0.227 -0.293
H -0.827 0.994 2.852 0.268 -0.214 0.546
H 1.418 -2.954 2.959 -0.116 -0.319 -0.138
H -5.009 -1.992 -2.395 0.493 0.231 0.177
H 0.483 2.657 -4.054 -0.077 0.158 0.044
H -2.639 -1.398 2.984 0.344 -0.132 0.149
H -3.885 -3.331 -0.568 0.215 0.377 -0.269
H 4.093 1.416 4.273 0.113 -0.048 -0.151
H 1.788 0.896 3.351 0.405 0.177 0.011
```
Forces are in eV/Å.

Summary:
2S+1: 4
LUMO energy (spin up / spin down) in eV: -0.32 / -0.31
Frontier orbital gap (spin up / spin down) in eV: 5.88 / 5.90
Total charge: 0

Atom charges from the Löwdin analysis, given in e for atoms 1 to 5:
1 Nd 1.224
2 P 0.722
3 P 0.774
4 F 0.008
5 O -0.165



No. 2
C17H29FeN4O4Se2 as an isolated structure. Source: the OMol25 dataset; level of theory: ωB97M-V/def2-TZVPD.

Structure (XYZ):
```
57
Properties=species:S:1:pos:R:3:forces:R:3
Se 2.293 -0.996 0.088 -0.158 0.103 0.048
Se 0.838 0.367 2.923 0.069 0.035 0.283
Fe 0.047 0.768 -0.198 0.069 -0.009 -0.599
O -3.442 -6.002 -1.710 -0.064 0.006 -0.072
O -1.473 0.227 0.933 0.166 0.096 0.100
O -0.235 -0.713 -1.319 -0.031 0.041 0.057
O -4.320 -5.208 0.096 -0.094 0.034 -0.019
N -1.354 1.784 -1.163 -0.033 -0.017 0.055
N 1.285 1.458 -1.643 -0.022 -0.064 0.004
N 0.543 2.598 0.556 -0.047 -0.099 0.104
N -3.573 -5.159 -0.855 0.190 -0.101 0.131
C -1.792 -3.875 -2.015 -0.022 0.000 0.009
C -0.979 1.800 -2.602 -0.019 -0.014 -0.023
C -2.812 -2.989 -0.022 0.006 0.012 0.011
C 4.010 -0.397 0.783 -0.010 0.028 0.007
C 2.005 2.719 0.360 -0.001 0.009 0.056
C 1.739 -2.054 1.628 0.025 -0.030 0.053
C 1.859 -1.290 2.936 -0.033 0.011 -0.093
C -0.973 -2.779 -2.126 0.019 0.008 -0.012
C 0.501 2.100 -2.751 0.022 0.037 0.020
C -1.975 -1.854 -0.116 -0.010 -0.003 0.016
C -2.132 -0.833 0.851 -0.015 0.004 -0.028
C -1.575 3.103 -0.514 -0.013 -0.004 0.015
C -0.244 3.684 -0.088 0.009 -0.024 -0.004
C -2.705 -3.970 -0.957 -0.023 0.052 -0.054
C -0.704 -0.258 3.924 0.009 0.003 -0.024
C -1.039 -1.740 -1.180 0.006 -0.024 0.027
C 2.352 2.339 -1.081 0.003 0.009 -0.023
H -2.195 2.918 0.364 -0.001 -0.002 -0.004
H 0.684 3.171 -2.725 0.010 -0.004 0.000
H 0.861 1.744 -3.715 -0.004 0.000 -0.005
H 2.468 2.025 1.060 0.000 0.028 0.002
H 2.454 3.220 -1.713 0.013 -0.006 -0.005
H -0.425 -0.381 4.967 -0.013 -0.007 0.000
H -1.054 -1.201 3.510 -0.009 0.000 0.003
H -2.917 -0.969 1.601 0.001 0.006 -0.002
H 4.578 0.002 -0.053 0.000 0.000 0.003
H 1.483 -1.886 3.767 -0.003 -0.010 -0.006
H -1.208 0.813 -2.995 -0.002 0.004 -0.001
H 3.907 0.356 1.561 -0.004 -0.010 0.006
H -1.578 2.536 -3.141 -0.001 -0.007 -0.007
H -2.217 1.255 -1.080 -0.001 -0.008 -0.008
H -2.120 3.775 -1.179 0.003 0.003 0.002
H 0.712 -2.355 1.418 -0.003 0.006 0.002
H -0.261 -2.697 -2.935 -0.001 0.002 0.003
H -3.534 -3.088 0.780 0.000 0.003 -0.004
H -0.387 4.517 0.601 0.001 0.002 0.001
H 0.363 2.624 1.556 -0.014 -0.092 0.001
H -1.748 -4.681 -2.736 0.004 0.002 0.002
H 0.318 4.072 -0.935 0.002 -0.012 -0.001
H 4.535 -1.267 1.172 0.000 0.002 -0.007
H 1.697 0.608 -2.017 0.028 0.019 -0.009
H -1.480 0.498 3.837 -0.002 0.000 0.008
H 2.356 3.725 0.601 -0.003 0.003 -0.012
H 2.362 -2.948 1.639 0.002 0.003 -0.013
H 2.892 -1.038 3.160 0.006 -0.014 0.007
H 3.310 1.824 -1.109 -0.008 -0.011 0.000
```
Forces are in eV/Å.

Summary:
2S+1: 2
LUMO energy (spin up / spin down) in eV: -7.31 / -7.38
Frontier orbital gap (spin up / spin down) in eV: 7.05 / 7.00
Energy relative to the best compared isomer or geometry (same formula, charge and spin) in kcal per mole: 0.0
Total charge: +2

Atom charges from the Löwdin analysis, given in e for atoms 1 to 5:
1 Se 1.063
2 Se 1.007
3 Fe 0.595
4 O 0.118
5 O -0.124



No. 3
C17H29GaN3S2Si as an isolated structure. Source: the OMol25 dataset; level of theory: ωB97M-V/def2-TZVPD.

Structure (XYZ):
```
53
Properties=species:S:1:pos:R:3:forces:R:3
Ga -0.479 -0.175 0.895 0.084 0.037 0.151
S -0.160 1.756 -0.288 -0.034 -0.003 -0.081
S -0.032 4.339 1.037 0.123 0.031 -0.068
Si -2.441 -1.197 1.936 0.178 0.080 -0.238
N 0.690 2.137 2.300 0.019 -0.072 -0.116
N 1.131 -1.567 1.188 -0.025 -0.024 -0.016
N 0.787 0.783 2.179 -0.186 0.081 0.088
C -1.671 -1.922 3.485 0.033 -0.068 0.076
C -3.855 -2.054 -0.398 -0.021 -0.010 0.006
C -3.557 0.264 2.388 -0.085 0.054 0.034
C -2.713 1.286 3.163 -0.028 0.002 0.032
C 1.606 0.079 2.848 0.092 -0.136 -0.071
C 1.337 -2.747 0.602 0.002 0.026 0.008
C -1.957 -3.456 0.354 -0.014 -0.016 -0.023
C -4.698 -0.214 3.300 -0.014 0.039 0.008
C 2.783 -3.452 2.360 0.025 -0.032 0.030
C -4.143 0.970 1.159 -0.018 0.010 0.010
C 0.579 4.962 2.615 -0.063 -0.060 0.018
C -3.121 -2.585 0.839 -0.104 -0.049 -0.013
C -4.073 -3.466 1.666 0.024 -0.045 -0.032
C 2.587 -2.220 2.969 0.036 -0.051 0.030
C 2.163 -3.714 1.151 -0.002 0.007 0.000
C 1.763 -1.300 2.353 0.000 0.131 0.088
C 0.242 2.646 1.183 -0.157 0.026 0.105
H 1.541 4.516 2.846 0.019 0.018 -0.006
H -5.330 0.639 3.567 0.015 -0.003 0.010
H -3.365 2.077 3.546 0.014 -0.010 -0.004
H -2.350 -4.308 -0.209 0.012 -0.005 0.019
H 2.313 -4.649 0.631 -0.003 0.007 -0.007
H -4.446 -4.286 1.045 0.013 0.004 0.002
H -4.326 -0.647 4.231 0.002 -0.007 -0.008
H 0.687 6.036 2.485 -0.023 0.002 -0.003
H -4.812 -1.601 -0.143 -0.002 0.007 0.018
H -1.349 -3.854 1.170 -0.004 0.014 0.017
H 2.230 0.488 3.636 0.044 0.013 -0.051
H 3.073 -1.969 3.901 -0.007 -0.006 -0.002
H -4.060 -2.881 -1.085 -0.013 0.006 0.010
H -1.308 -2.898 -0.326 -0.025 0.017 -0.030
H -3.573 -3.910 2.529 -0.006 0.007 -0.010
H -4.622 1.903 1.472 -0.006 -0.013 0.002
H -0.135 4.751 3.407 0.034 -0.008 0.020
H -2.191 0.851 4.018 -0.010 0.002 -0.002
H 0.836 -2.916 -0.341 -0.002 0.002 0.021
H -4.902 0.368 0.662 0.008 -0.004 -0.011
H -1.030 -1.199 3.993 -0.004 -0.018 0.021
H 3.424 -4.191 2.820 -0.001 0.007 -0.006
H -5.339 -0.950 2.816 -0.013 0.004 -0.030
H -3.378 1.231 0.423 0.017 0.000 0.008
H -4.941 -2.913 2.025 -0.005 0.011 0.000
H -2.445 -2.226 4.194 0.015 -0.015 -0.005
H -1.070 -2.805 3.254 0.001 0.002 0.022
H -1.977 1.774 2.519 0.050 0.016 -0.027
H -3.269 -1.311 -0.947 0.016 -0.006 0.006
```
Forces are in eV/Å.

Summary:
LUMO energy in eV: -4.27
Frontier orbital gap in eV: 7.51
Total charge: +1

Atom charges from the Löwdin analysis, given in e for atoms 1 to 5:
1 Ga 0.431
2 S 0.657
3 S 0.907
4 Si 0.624
5 N -0.015